The following is a quantum chemistry calculation of a 16-piece molecular cluster, C10H30BO26 overall, from the OMol25 dataset.

Positions of all 67 atoms, in Å:
1 O -11.58344 -4.74761 24.41086
2 C -10.65525 -4.86954 23.59250
3 O -10.70643 -5.28817 22.30834
4 B -9.37074 -5.11928 21.72987
5 O -8.45772 -4.83358 22.85215
6 C -9.15044 -4.68805 23.97894
7 O -8.63994 -4.51264 25.04765
8 O -9.35445 -4.13217 20.61598
9 C -8.89897 -4.72737 19.48238
10 O -8.78622 -4.32032 18.30330
11 C -8.67002 -6.23563 19.86262
12 O -8.97036 -6.40767 21.10096
13 O -8.32027 -7.08700 19.00138
14 C -2.23122 -2.40429 23.64491
15 C -2.84072 -1.24968 23.44638
16 C -3.66162 -0.95009 22.17027
17 O -4.38725 0.14555 21.97243
18 C -3.73691 -1.88729 21.16400
19 C -3.05065 -3.16093 21.32449
20 C -2.51439 -3.55460 22.73531
21 O -2.17531 -4.70686 23.01007
22 O -2.98738 -3.99756 20.41124
23 O -2.58551 -0.33983 24.35448
24 H -1.59675 -2.72972 24.45605
25 H -4.31483 -1.66716 20.27859
26 O -8.83355 -13.59514 18.11023
27 H -9.72224 -13.88855 18.31116
28 H -8.63385 -12.95156 18.79004
29 O -9.24666 0.69869 23.63714
30 H -9.19548 -0.00357 22.98873
31 H -8.45206 1.21353 23.49653
32 O -13.43141 -5.39549 30.68165
33 H -13.76856 -4.50307 30.76013
34 H -13.15924 -5.46964 29.76696
35 O -3.27690 -9.41232 16.18647
36 H -3.26032 -10.18631 15.62353
37 H -3.94632 -9.60692 16.84238
38 O -14.97950 -2.33974 21.07189
39 H -14.54170 -2.29178 20.22203
40 H -14.62715 -3.13114 21.47904
41 O -4.39025 -4.67144 14.44307
42 H -5.32335 -4.48404 14.54521
43 H -4.21258 -4.50773 13.51686
44 O -8.88744 -0.48284 11.81802
45 H -9.70063 -0.94537 12.02056
46 H -8.80654 -0.54521 10.86628
47 O -9.72504 -0.53281 29.48459
48 H -9.85149 -1.20278 28.81274
49 H -10.50897 -0.58980 30.03088
50 O -3.90439 -5.97849 27.54691
51 H -4.74116 -5.91999 27.08580
52 H -3.24565 -5.82979 26.86854
53 O -3.74591 -2.01885 30.03726
54 H -4.10276 -2.73320 29.50944
55 H -3.52842 -2.42563 30.87598
56 O -17.41564 -4.48307 26.70489
57 H -16.53167 -4.70960 26.41591
58 H -17.75585 -5.28989 27.09158
59 O -13.03177 -1.40921 16.70562
60 H -13.42279 -1.93822 16.01029
61 H -12.11350 -1.31898 16.45095
62 O -13.41967 -9.97950 21.02032
63 H -12.61763 -10.10986 21.52625
64 H -13.93547 -10.76980 21.18034
65 O -9.55959 -7.07933 12.58007
66 H -9.31476 -7.47360 13.41723
67 H -10.25970 -6.46470 12.79988

Values from the calculation:
* frontier orbital gap: 2.01 eV
* HOMO energy: 2.00 eV
* 2S+1: 1
* calculated total energy: -64770.0635 eV
* total charge: -3